# 1
ORCA calculation (ωB97M-V with the def2-TZVPD basis set) on 2 unconnected molecules or ions with the total composition C7H18O in a non-equilibrium geometry.

Properties
- SMILES = CC(C)(C)C.CCO
- E_HOMO (eV) = -10.43
- relative energy (zero: lowest compared OMol25 entry of this formula, charge and spin) (kcal/mol) = 3.6
- E (eV) = -9598.183
- orbital gap (Eh) = 0.4120

Element x y z (Å)
C  1.38985  -0.26820  1.59779
C  0.74180  0.80297  0.71567
C  1.16682  2.19127  1.20297
C  1.19294  0.61097  -0.73522
C  -0.78239  0.67783  0.79716
H  2.48907  -0.19081  1.54951
H  1.09282  -1.27491  1.25881
H  1.07410  -0.14291  2.64717
H  2.26348  2.29679  1.15017
H  0.70747  2.97444  0.57667
H  0.84852  2.34468  2.24784
H  0.89366  -0.38570  -1.10087
H  0.73389  1.37606  -1.38368
H  2.28992  0.69841  -0.81018
H  -1.10426  -0.31807  0.44903
H  -1.12298  0.81392  1.83739
H  -1.26403  1.44369  0.16622
C  -1.53045  -0.87081  -2.12966
C  -1.61518  -1.86417  -0.99301
O  -0.28944  -2.05578  -0.49153
H  -0.87517  -1.25812  -2.92791
H  -1.11861  0.08724  -1.77030
H  -2.53135  -0.68614  -2.55477
H  -2.27999  -1.48059  -0.19530
H  -2.03705  -2.82316  -1.35052
H  -0.33339  -2.69888  0.24664

Forces on atoms 1 to 6 (eV/Å):
C 0.1 -0.1 0.1
C 0.0 0.0 0.0
C 0.0 0.1 0.1
C 0.2 -0.2 -0.2
C -0.2 -0.1 0.1
H -0.3 -0.1 0.1

# 2
ORCA calculation (ωB97M-V with the def2-TZVPD basis set) on a single C7H18O3Si2 molecule in a non-equilibrium geometry.

Properties
- SMILES = C=[Si](C)OCCC[SiH](OC)OC
- E_HOMO (eV) = -7.89
- relative energy (zero: lowest compared OMol25 entry of this formula, charge and spin) (kcal/mol) = 59.8
- E (eV) = -29448.137
- orbital gap (Eh) = 0.3091

Element x y z (Å)
C  -4.75580  0.34623  0.18368
Si  -3.20331  -0.53387  0.02300
C  -2.84074  -1.94286  -1.08871
O  -1.72732  0.01524  0.45759
C  -1.32422  1.09276  1.27179
C  -0.14179  1.87718  0.68563
C  1.21965  1.30388  1.11035
Si  1.81514  -0.36651  0.39714
O  3.15981  -0.66597  1.26556
C  4.45690  -1.00230  0.94686
O  2.36586  -0.14357  -1.18214
C  1.87518  0.50793  -2.31208
H  -5.68650  -0.12759  -0.10358
H  -4.89896  0.98547  1.09492
H  -2.26961  -1.67571  -1.94521
H  -2.47672  -2.84774  -0.72251
H  -3.73646  -2.33206  -1.61786
H  -1.25616  0.74836  2.28289
H  -2.15696  1.78848  1.41438
H  -0.19363  1.60690  -0.45974
H  -0.18915  2.88140  0.91504
H  1.88067  2.09727  0.87046
H  1.16397  1.24606  2.27161
H  1.09445  -1.53582  0.24696
H  4.73305  -2.05875  1.07677
H  5.10018  -0.35992  1.49516
H  4.47998  -0.90138  -0.11188
H  0.81876  0.13793  -2.53680
H  2.42117  0.11150  -3.25210
H  1.82266  1.49763  -2.21374

Forces on atoms 1 to 6 (eV/Å):
C 2.0 -0.8 1.4
Si -1.9 1.3 0.0
C -2.1 0.0 -1.5
O 0.1 -0.4 -0.2
C -1.3 1.6 0.0
C 0.0 -4.8 -2.4

# 3
ORCA calculation (ωB97M-V with the def2-TZVPD basis set) on a molecular structure, C7H19AgBF4N3O4 in a non-equilibrium geometry.

Properties
- E_HOMO (eV) = 1.43
- relative energy (zero: lowest compared OMol25 entry of this formula, charge and spin) (kcal/mol) = 0.0
- charge = -2
- E (eV) = -35775.263
- orbital gap (Eh) = 0.1072

Element x y z (Å)
Ag  3.79692  12.36085  5.50515
B  2.35426  10.06844  5.48979
F  2.13332  11.19738  4.68813
F  3.68421  9.98907  5.86679
F  1.57981  10.21770  6.55768
F  1.93743  8.92898  4.84907
O  5.41129  13.28050  3.67246
C  5.09608  12.84424  2.35469
C  5.12207  13.85594  1.05720
O  4.14830  14.89398  1.04466
H  4.14460  12.31747  2.28181
H  5.81113  12.07991  2.05038
H  4.99420  13.19176  0.20244
H  6.12263  14.19186  0.78491
C  1.07680  15.52301  7.66710
C  2.22767  14.63930  7.25012
C  2.24849  13.31447  8.09297
O  3.50976  12.68458  7.92527
C  3.94266  11.69840  8.78461
N  2.11926  14.15032  5.90152
H  0.85483  16.39102  7.04631
H  1.22595  16.02411  8.62353
H  0.22547  14.88377  7.90098
H  3.18514  15.15907  7.28497
H  1.45627  12.64029  7.76744
H  2.12416  13.50123  9.15963
H  4.90628  11.33234  8.43029
H  3.28158  10.83195  8.80295
H  4.01930  12.04390  9.81557
H  1.43172  13.41117  5.93375
H  1.67447  14.83444  5.30634
C  7.30405  12.43420  6.64364
O  7.94558  11.75066  5.85882
N  7.45589  12.43750  7.93820
N  6.27443  13.12539  6.32953
H  8.10543  11.76338  8.31735
H  7.07040  13.18196  8.50148
H  5.98689  13.77716  7.04550
H  6.25035  13.34752  5.34456

Forces on atoms 1 to 6 (eV/Å):
Ag 2.2 1.8 -1.3
B 0.0 -0.8 -1.4
F -0.7 0.0 -1.2
F 1.0 -0.4 0.2
F -1.9 0.6 3.4
F 0.1 -1.0 -1.0

# 4
ORCA calculation (ωB97M-V with the def2-TZVPD basis set) on a molecular structure, C7H19Br2N2OPSSb in a non-equilibrium geometry.

Properties
- E_HOMO (eV) = -3.86
- relative energy (zero: lowest compared OMol25 entry of this formula, charge and spin) (kcal/mol) = 5.6
- charge = -1
- E (eV) = -179339.872
- orbital gap (Eh) = 0.2472

Element x y z (Å)
C  3.02865  2.54241  0.20558
C  1.63724  2.17671  -0.31567
O  1.43871  0.80538  -0.14141
Sb  -0.41819  0.09968  -0.55426
N  -2.25126  -0.59591  -1.24481
C  -1.08590  0.51690  1.50798
N  -2.50716  0.20612  1.72878
C  -3.43540  1.24512  1.29120
P  0.42320  -0.30845  -3.00176
S  2.33281  0.12549  -3.39408
C  0.20583  -1.99613  -0.07311
Br  -0.63289  -3.35629  -1.16727
C  1.04641  -2.48854  0.83441
C  1.41995  -3.92647  1.06512
Br  1.92089  -1.32606  2.06638
H  2.97617  2.89113  1.23474
H  3.49008  3.31356  -0.40433
H  3.65046  1.65334  0.18594
H  0.88731  2.76241  0.22783
H  1.56126  2.45682  -1.36905
H  -0.89055  1.71990  -1.05824
H  -2.71440  -1.22973  -0.61217
H  -2.86685  0.16576  -1.48025
H  -0.89148  1.58455  1.64848
H  -0.51822  -0.05426  2.23009
H  -2.62690  0.06330  2.71817
H  -3.93448  0.94226  0.37444
H  -4.21788  1.37788  2.03725
H  -2.94127  2.20375  1.13729
H  -0.39380  0.45063  -3.86559
H  0.16021  -1.62699  -3.41189
H  2.37599  -3.97301  1.57757
H  1.51856  -4.44931  0.12241
H  0.68710  -4.41511  1.70157

Forces on atoms 1 to 6 (eV/Å):
C -0.2 -0.1 0.1
C 0.3 0.1 0.0
O -0.4 -0.4 0.1
Sb -0.6 0.5 0.5
N 0.4 -0.2 -0.4
C -0.5 -0.2 -0.4

# 5
ORCA calculation (ωB97M-V with the def2-TZVPD basis set) on 2 unconnected molecules or ions with the total composition C7H19IN3 in a non-equilibrium geometry.

Properties
- E_HOMO (spin up / spin down) (eV) = -9.79 / -12.18
- <S²> = 2.008
- relative energy (zero: lowest compared OMol25 entry of this formula, charge and spin) (kcal/mol) = 0.0
- charge = +1
- E (eV) = -20125.831
- 2S+1 = 3
- orbital gap (spin up / spin down) (Eh) = 0.2663 / 0.1852

Element x y z (Å)
C  1.18301  0.76358  -1.23250
C  -0.78494  -0.06564  -2.34340
C  -0.15461  3.00087  0.51785
C  -0.80705  1.52365  2.26584
C  0.93238  -1.94041  1.44865
C  0.43309  -2.85459  -0.89791
C  -0.95805  0.73960  -0.03320
N  -0.28393  0.61173  -1.16211
N  -0.75153  1.73769  0.85443
N  0.04472  -1.95540  0.24631
I  -2.75439  -0.24468  0.31963
H  1.60859  0.07759  -0.49979
H  1.62383  0.65453  -2.21883
H  1.53027  1.81682  -0.91535
H  -0.12014  -0.87979  -2.65992
H  -1.78751  -0.34697  -2.12151
H  -0.69419  0.71736  -3.12545
H  -0.45101  3.26880  -0.51686
H  -0.53828  3.68541  1.31797
H  0.90693  2.93832  0.57168
H  -1.52414  2.38220  2.67986
H  -1.17376  0.53000  2.56189
H  0.19329  1.56623  2.67369
H  0.43790  -1.60151  2.34202
H  1.23697  -2.95492  1.74515
H  1.66652  -1.23290  1.15805
H  -0.31416  -2.97311  -1.65406
H  1.38172  -2.58008  -1.24570
H  0.68238  -3.86156  -0.45982
H  -0.76391  -2.52278  0.38337

Forces on atoms 1 to 6 (eV/Å):
C 0.6 2.0 1.6
C 0.7 1.2 -0.2
C -1.9 1.1 -0.2
C -2.1 0.9 1.5
C -1.4 -1.3 -1.3
C 1.7 -1.1 2.8

# 6
ORCA calculation (ωB97M-V with the def2-TZVPD basis set) on a gas-phase ion, C7H19N3O4P (charge -1) in a non-equilibrium geometry.

Properties
- SMILES = CCO[C@@H](NC)C(NC)(NC)[P@@](=O)([O-])O
- E_HOMO (eV) = -4.68
- relative energy (zero: lowest compared OMol25 entry of this formula, charge and spin) (kcal/mol) = 13.2
- charge = -1
- E (eV) = -29517.627
- orbital gap (Eh) = 0.2985

Element x y z (Å)
C  -0.32430  3.15568  1.18199
C  0.05224  2.51453  -0.28329
O  0.79424  1.40392  -0.10181
C  0.29169  0.24060  -0.73867
N  1.32662  -0.47506  -1.46401
C  1.92491  0.42660  -2.37966
C  -0.22805  -0.77128  0.33003
N  -1.71916  -0.38804  0.84679
C  -2.75168  -0.63226  -0.13453
N  -0.54344  -2.06843  -0.30112
C  0.08971  -3.30352  0.05317
P  0.93446  -0.82476  1.83054
O  0.47116  -1.83796  2.86926
O  2.33445  -0.74901  1.33764
O  0.69944  0.71673  2.40412
H  -0.86371  4.03377  0.97861
H  -1.19937  2.54228  1.47386
H  0.51048  3.27618  1.86407
H  0.46379  3.26813  -1.01117
H  -0.97835  2.26972  -0.67401
H  -0.52389  0.64158  -1.47431
H  2.00418  -0.75031  -0.77422
H  1.27142  0.47399  -3.31618
H  2.11873  1.37842  -1.99927
H  2.91497  0.04836  -2.54269
H  -1.89823  -0.97975  1.61406
H  -3.64754  -0.16833  0.17055
H  -2.40909  -0.21605  -1.05041
H  -2.92029  -1.61220  -0.36806
H  -0.44300  -2.04961  -1.34095
H  -0.71665  -4.03007  0.08388
H  1.08088  -3.61349  -0.47599
H  0.39259  -3.15226  1.04387
H  1.49076  1.23189  2.34789

Forces on atoms 1 to 6 (eV/Å):
C -0.7 -1.8 -2.6
C -2.6 2.5 1.7
O 0.9 -1.0 -0.8
C -1.0 -0.8 0.0
N -1.4 0.9 0.5
C -0.3 -1.2 -2.2

Question: Look up the E of the fourth one.
Answer: -179339.872 eV

Question: Which value of E does entry 6 give?
Answer: -29517.627 eV

Repeat the third record exactly.
ORCA calculation (ωB97M-V with the def2-TZVPD basis set) on a molecular structure, C7H19AgBF4N3O4 in a non-equilibrium geometry.

Properties
- E_HOMO (eV) = 1.43
- relative energy (zero: lowest compared OMol25 entry of this formula, charge and spin) (kcal/mol) = 0.0
- charge = -2
- E (eV) = -35775.263
- orbital gap (Eh) = 0.1072

Element x y z (Å)
Ag  3.79692  12.36085  5.50515
B  2.35426  10.06844  5.48979
F  2.13332  11.19738  4.68813
F  3.68421  9.98907  5.86679
F  1.57981  10.21770  6.55768
F  1.93743  8.92898  4.84907
O  5.41129  13.28050  3.67246
C  5.09608  12.84424  2.35469
C  5.12207  13.85594  1.05720
O  4.14830  14.89398  1.04466
H  4.14460  12.31747  2.28181
H  5.81113  12.07991  2.05038
H  4.99420  13.19176  0.20244
H  6.12263  14.19186  0.78491
C  1.07680  15.52301  7.66710
C  2.22767  14.63930  7.25012
C  2.24849  13.31447  8.09297
O  3.50976  12.68458  7.92527
C  3.94266  11.69840  8.78461
N  2.11926  14.15032  5.90152
H  0.85483  16.39102  7.04631
H  1.22595  16.02411  8.62353
H  0.22547  14.88377  7.90098
H  3.18514  15.15907  7.28497
H  1.45627  12.64029  7.76744
H  2.12416  13.50123  9.15963
H  4.90628  11.33234  8.43029
H  3.28158  10.83195  8.80295
H  4.01930  12.04390  9.81557
H  1.43172  13.41117  5.93375
H  1.67447  14.83444  5.30634
C  7.30405  12.43420  6.64364
O  7.94558  11.75066  5.85882
N  7.45589  12.43750  7.93820
N  6.27443  13.12539  6.32953
H  8.10543  11.76338  8.31735
H  7.07040  13.18196  8.50148
H  5.98689  13.77716  7.04550
H  6.25035  13.34752  5.34456

Forces on atoms 1 to 6 (eV/Å):
Ag 2.2 1.8 -1.3
B 0.0 -0.8 -1.4
F -0.7 0.0 -1.2
F 1.0 -0.4 0.2
F -1.9 0.6 3.4
F 0.1 -1.0 -1.0